1.
The following is a quantum chemistry calculation of a cluster of 8 separate species, C11H29Cl9O4 in total, from the Open Molecules 2025 dataset.

Structure (ORCA input):
```
! RIJCOSX wB97M-V def2-TZVPD def2/J DEFGRID3
* xyz 0 1
Cl 11.64127 6.01773 11.76846
C 10.60378 5.30398 10.54738
Cl 10.58930 6.36835 9.10616
Cl 9.09690 5.02615 11.29478
H 11.02626 4.36867 10.23486
Cl 11.68948 6.42206 5.24463
C 10.43044 5.20655 4.82198
C 9.04457 5.79359 4.66474
Cl 8.33920 6.29003 6.27523
H 10.45787 4.43027 5.57331
H 10.77908 4.75593 3.89259
H 8.40098 5.02632 4.23193
H 9.00495 6.65269 3.99058
Cl 9.13071 14.19170 7.48781
C 9.76853 12.99268 6.30751
C 8.75745 12.31031 5.40664
Cl 8.47719 13.18338 3.80139
H 10.29520 12.23669 6.88627
H 10.50453 13.46338 5.69217
H 7.83300 12.03361 5.92959
H 9.09520 11.34525 5.02399
Cl 17.70700 10.18869 8.89965
C 16.04170 9.70445 9.34174
C 15.85115 8.18416 9.10919
Cl 16.89394 7.21894 10.12476
H 15.35490 10.24244 8.69222
H 15.89850 9.99954 10.39190
H 16.12479 7.99749 8.08119
H 14.79471 8.03825 9.33750
C 10.88150 10.39680 12.15510
O 10.11533 9.39205 11.46397
H 10.08734 10.99591 12.58150
H 11.50527 10.03491 12.91664
H 11.53816 11.00529 11.47012
H 10.72521 8.62886 11.36446
C 13.48446 12.52492 8.48296
O 12.98068 11.50815 9.39488
H 12.72532 12.65874 7.70187
H 13.63450 13.49407 9.03851
H 14.35942 12.15973 7.91593
H 12.85396 10.77102 8.81316
C 7.49725 11.17684 9.01891
O 8.86202 11.34480 8.84814
H 7.25353 10.44520 9.80500
H 6.99383 12.11564 9.25387
H 7.06705 10.85653 8.02966
H 9.11467 12.10814 9.39715
C 10.69761 9.26869 6.94434
O 11.41770 9.69042 8.08355
H 10.33240 8.24179 6.93117
H 9.74476 9.92446 6.81673
H 11.39551 9.48594 6.07191
H 10.83512 9.79305 8.86338
*
```

Calculated values
Lowest unoccupied orbital energy in eV: 0.331
SMILES: ClC(Cl)Cl.ClCCCl.ClCCCl.ClCCCl.CO.CO.CO.CO

---

2.
The following is a quantum chemistry calculation of a structure of composition C11H29N3S2Sn, from the Open Molecules 2025 dataset.

Structure (ORCA input):
```
! RIJCOSX wB97M-V def2-TZVPD def2/J DEFGRID3
* xyz 2 1
Sn -0.51847 0.32426 -0.72864
S 1.72927 -1.19465 -1.41256
S -0.74364 1.28801 1.91914
C 2.45514 -1.95372 0.11863
C 2.95825 0.16977 -1.58084
C 3.13693 1.06103 -0.37261
N 1.86937 1.74290 -0.00095
C 1.85624 2.32034 1.36033
C 0.45523 2.68239 1.82174
H 2.66033 0.74754 -2.46828
H 3.90416 -0.35398 -1.78056
H 3.90132 1.81795 -0.61539
H 3.50416 0.47753 0.47721
H 2.46708 3.24293 1.37673
H 2.31504 1.61168 2.06581
H 0.00593 3.43638 1.15911
H 0.51465 3.07610 2.84652
C 0.26774 0.16320 2.98169
H 1.78226 2.54134 -0.64277
H 1.02404 -0.40061 2.41997
H -0.43317 -0.54051 3.44771
H 0.75919 0.72513 3.78494
H 2.04173 -2.96551 0.15906
H 2.21832 -1.42365 1.04729
H 3.54064 -2.02929 0.00935
C -0.47223 2.21217 -2.03882
C -1.69178 1.77034 -2.59671
H 0.46304 2.11563 -2.59915
H -0.46435 3.00537 -1.27912
H -1.70883 1.25336 -3.56117
H -2.64530 2.18467 -2.25991
N -2.71962 -0.79341 -1.54287
C -3.55702 -1.21844 -0.40482
C -3.16554 -2.62659 0.03095
C -1.66106 -2.88936 0.07091
N -0.95384 -1.81198 0.76545
H -2.61609 -1.56351 -2.21504
H -3.09427 0.00410 -2.05617
H -3.43395 -0.48281 0.39795
H -4.61827 -1.17594 -0.69716
H -3.60583 -2.82275 1.01926
H -3.59570 -3.34583 -0.68133
H -1.45859 -3.84194 0.58326
H -1.24397 -2.98563 -0.94541
H 0.00715 -2.06109 1.00619
H -1.43571 -1.49294 1.61109
*
```

Calculated values
Lowest unoccupied orbital energy (spin up / spin down) in eV: -7.090 / -7.089

---

3.
The following is a quantum chemistry calculation of a structure of composition C11H30N2O13S4V, from the Open Molecules 2025 dataset.

Structure (ORCA input):
```
! RIJCOSX wB97M-V def2-TZVPD def2/J DEFGRID3
* xyz 0 4
V -0.07661 -0.01810 0.21160
N 1.11527 1.83095 -2.32002
O 1.69705 1.54827 -3.39031
O 0.74169 0.92047 -1.54219
O 0.87224 3.02981 -2.03867
N -1.38764 -1.27151 3.01978
O -2.58332 -1.48377 3.21903
O -1.03063 -0.50354 2.05285
O -0.48168 -1.77110 3.72555
C 2.11130 -3.77031 -1.77657
S 0.70771 -2.69647 -2.19688
O 0.51503 -1.90384 -0.92680
C 1.59755 -1.60066 -3.33481
H 2.82830 -3.17381 -1.21532
H 2.62585 -4.24466 -2.61505
H 1.82235 -4.60154 -1.13085
H 2.39648 -1.06929 -2.83102
H 0.84036 -0.90882 -3.69839
H 1.94258 -2.16804 -4.20088
C -1.02017 3.00127 3.00257
S 0.69917 2.68923 2.43997
O 0.63243 1.60904 1.41511
C 0.93957 4.19340 1.46012
H -1.59827 3.17450 2.09204
H -1.07365 3.84594 3.68318
H -1.40907 2.07676 3.42459
H 1.95986 4.23002 1.08159
H 0.72383 5.10722 2.01271
H 0.30943 4.12656 0.56986
C -4.28169 -1.82853 0.10148
S -2.82498 -2.13913 -0.90346
O -1.82724 -1.07555 -0.54577
C -2.26765 -3.54275 0.10251
H -3.84419 -1.53176 1.06136
H -4.94156 -2.69042 0.07655
H -4.81927 -0.94268 -0.23924
H -1.30967 -3.89551 -0.27025
H -3.03885 -4.30964 0.05373
H -2.09062 -3.15741 1.10696
C -2.14392 1.49460 -2.69162
S -2.74783 1.63587 -0.97514
O -1.56680 1.53096 -0.05304
C -3.10954 3.41403 -1.10816
H -1.42161 2.28752 -2.90229
H -3.06013 1.61205 -3.27118
H -1.59729 0.58267 -2.91944
H -2.24898 3.94760 -1.51258
H -3.33642 3.90406 -0.16014
H -4.00476 3.53639 -1.71903
C 4.35749 -0.54628 -0.73202
O 4.37727 -0.89861 0.64757
C 3.25328 -0.84522 1.34739
O 2.18533 -0.50670 0.92915
O 3.55053 -1.16411 2.59882
C 2.50431 -0.97347 3.54878
H 3.55824 0.15567 -0.97643
H 4.22822 -1.47275 -1.29350
H 5.31845 -0.08653 -0.94522
H 1.80543 -0.19628 3.24005
H 2.99816 -0.62473 4.45504
H 1.92930 -1.87134 3.75633
*
```

Calculated values
Lowest unoccupied orbital energy (spin up / spin down) in eV: 0.215 / 0.210

---

4.
The following is a quantum chemistry calculation of a structure of composition C11H30N5O7P2S2TeTm, from the Open Molecules 2025 dataset.

Structure (ORCA input):
```
! RIJCOSX wB97M-V def2-TZVPD def2/J DEFGRID3
* xyz 0 3
Tm 0.85761 -1.75669 1.44947
N 0.80151 -1.83509 3.71277
N -0.07939 -3.06529 3.97847
C -0.66529 -3.88339 2.93627
N -1.46289 -4.99739 3.35497
N -0.44679 -3.57839 1.54627
N -0.89479 -4.20409 0.54907
O -0.58119 -3.76609 -0.50453
O -1.58639 -5.16999 0.60547
H 1.66101 -2.08479 4.11517
H 0.28831 -1.10179 4.11517
H -0.26069 -3.31849 4.96687
H -1.59069 -5.17579 4.36087
H -1.93359 -5.65459 2.72707
C -0.95719 5.08121 2.86587
C -0.80629 3.63771 3.33307
C 0.63321 3.15171 3.24367
O -1.77459 2.81681 2.70577
P -1.61529 2.05931 1.28137
S -3.38499 1.64241 0.57697
S -0.66359 0.36781 1.44947
O -0.81189 3.18381 0.43257
C -0.84369 3.25311 -0.98453
C -0.27149 4.61711 -1.36193
C -0.02099 2.14961 -1.63393
H -0.35989 5.75731 3.48617
H -2.00529 5.39461 2.91867
H -0.63809 5.21101 1.82857
H -1.07409 3.62441 4.39657
H 1.00231 3.13981 2.21467
H 0.72291 2.13641 3.64127
H 1.29681 3.79931 3.82667
H -1.87569 3.21491 -1.34463
H 0.75821 4.72321 -1.00193
H -0.85249 5.41841 -0.89233
H -0.28199 4.76981 -2.44543
H 0.97561 2.08201 -1.18523
H 0.08771 2.31691 -2.71043
H -0.50339 1.17701 -1.50483
C 3.02451 -1.12119 -4.84153
C 3.08571 -2.39059 -4.00183
O 2.82641 -2.08709 -2.64783
P 1.20361 -2.59189 -2.22133
O 0.85761 -1.75669 -0.73863
Te 1.05341 -4.83449 -1.98013
O 0.12571 -1.93659 -3.43963
C -1.20729 -1.97639 -2.97783
C -1.66369 -0.57719 -2.58593
H 3.27811 -1.35759 -5.89643
H 3.75141 -0.37569 -4.45513
H 2.00561 -0.68319 -4.80783
H 4.10911 -2.81619 -4.06793
H 2.40711 -3.16239 -4.43293
H -1.37459 -2.67919 -2.12933
H -1.84689 -2.34419 -3.80753
H -1.05089 -0.19239 -1.74473
H -2.72799 -0.60499 -2.27083
H -1.56239 0.11091 -3.45173
H 2.86271 -1.75669 1.44947
*
```

Calculated values
Lowest unoccupied orbital energy (spin up / spin down) in eV: -1.349 / -1.348

---

5.
The following is a quantum chemistry calculation of a structure of composition C11H30NO12P2V, from the Open Molecules 2025 dataset.

Structure (ORCA input):
```
! RIJCOSX wB97M-V def2-TZVPD def2/J DEFGRID3
* xyz 0 1
O 0.44996 -0.25812 0.22572
V -0.66591 0.88553 0.20456
O -1.98612 0.39064 0.83753
C -2.25441 3.66628 -1.74257
C -0.71087 3.77241 -1.70124
O -0.19156 2.75428 -0.92922
H -2.60682 4.54351 -2.30541
H -2.71712 3.57287 -0.76325
H -2.71059 2.92102 -2.40321
H -0.47155 4.79339 -1.36260
H -0.20383 3.76264 -2.67897
C 2.09344 -3.56958 -0.63659
C 1.20008 -4.40606 0.23977
O 0.19239 -4.89936 -0.22737
N 1.59964 -4.50300 1.54418
C 0.83769 -5.36217 2.44668
H 1.60605 -2.61631 -0.83314
H 2.26623 -4.08170 -1.58454
H 3.11726 -3.39466 -0.30021
H 2.56574 -4.31473 1.74442
H 0.77388 -4.96288 3.45665
H 1.28479 -6.35601 2.41294
H -0.16616 -5.36888 2.02596
C 1.43123 0.09862 3.81930
O 2.05840 1.14599 3.05424
P 1.18326 2.44537 2.74246
O -0.02991 2.14220 1.94239
O 0.86535 2.98172 4.20781
C 1.52366 4.07479 4.82492
O 2.18224 3.54688 2.13901
C 2.99406 3.13720 1.03612
H 1.81760 -0.82131 3.38783
H 0.34349 0.09570 3.74862
H 1.66368 0.12887 4.88312
H 1.39460 4.95262 4.19113
H 2.55916 3.89079 5.10796
H 1.01841 4.36713 5.74674
H 3.96145 3.62932 1.15351
H 2.63182 3.55433 0.09515
H 3.13559 2.06380 0.92821
C -0.69068 0.73995 -4.70922
O -2.02060 0.36817 -4.31768
P -2.14459 -0.42990 -2.94456
O -1.53794 0.20170 -1.76951
O -3.70508 -0.74602 -2.89926
C -4.21490 -1.60260 -1.88904
O -1.40842 -1.80627 -3.39042
C -1.11535 -2.85561 -2.45964
H -0.42371 0.13933 -5.57827
H 0.10630 0.69927 -3.96849
H -0.68731 1.76714 -5.07444
H -3.59553 -1.66601 -0.98989
H -4.24978 -2.59223 -2.35073
H -5.18699 -1.22037 -1.58384
H -1.98006 -3.51517 -2.36326
H -0.85483 -2.42052 -1.49487
H -0.32682 -3.46397 -2.89551
*
```

Calculated values
Lowest unoccupied orbital energy in eV: 0.484